# 1
Formula: C15H22N2O3
Source: the OMol25 dataset
Level of theory: the ωB97M-V functional and the def2-TZVPD basis

```
42
Properties=species:S:1:pos:R:3:forces:R:3
C -0.840 0.248 0.029 -2.093 2.255 -2.207
C 0.481 0.045 0.579 0.740 1.611 1.754
C -1.966 0.034 0.996 0.324 -3.464 1.761
C -3.401 -0.036 0.545 3.609 5.157 -0.521
C -3.976 -1.158 0.261 -3.765 -6.352 -0.913
C -4.023 1.239 0.257 -3.554 -2.769 0.897
C -5.341 -1.218 -0.314 0.756 -3.243 1.223
C -5.380 1.108 -0.072 0.258 1.924 -4.004
C -5.927 -0.068 -0.689 -1.413 0.950 1.952
C 2.872 0.562 0.148 -3.129 -0.381 0.796
C 2.961 2.024 0.027 5.417 5.892 -1.538
C 3.867 -0.272 -0.554 1.297 1.870 -4.814
C 3.718 -1.812 -0.443 0.787 -2.428 0.390
C 3.722 -2.288 1.094 0.988 3.192 -0.228
C 2.545 -2.672 -1.064 1.106 1.947 3.668
H -1.506 0.115 -2.316 2.421 -2.759 3.434
H 0.515 -0.928 -1.270 -5.604 0.591 -0.304
H -0.923 1.468 -0.179 0.576 -2.923 -0.288
H -1.675 -0.884 1.627 -0.675 0.693 -1.188
H -1.911 0.726 1.774 0.284 1.776 1.024
H -3.492 -2.189 0.513 -0.753 2.187 -0.470
H -3.794 2.225 0.561 1.266 0.588 0.370
H -6.022 -2.218 -0.267 2.264 2.224 -0.664
H -5.941 2.040 -0.377 0.587 -0.809 0.943
H -6.966 -0.098 -1.087 0.957 0.324 0.289
H 1.255 0.533 -1.416 0.497 -0.383 4.095
H 2.862 0.207 1.127 -0.202 0.214 2.234
H 4.975 0.191 -0.582 -2.435 -1.355 0.857
H 3.509 0.167 -1.596 1.274 -1.879 0.709
H 4.626 -2.310 -0.917 -0.682 1.108 0.632
H 2.774 -2.097 1.611 -0.058 0.649 -0.370
H 4.492 -1.507 1.445 -0.878 -1.741 0.691
H 3.881 -3.313 1.433 0.882 -0.025 -0.911
H 1.679 -2.325 -0.471 -0.114 -0.799 -0.798
H 2.464 -2.641 -2.089 -0.438 0.090 -2.287
H 2.926 -3.607 -0.676 -0.827 -0.711 -0.481
H 2.302 3.445 -1.024 0.441 1.466 -0.182
N -0.836 -0.731 -1.107 1.425 2.203 -3.727
N 1.459 0.305 -0.316 2.256 -0.301 -3.448
O 0.688 -0.148 1.758 0.507 -0.449 0.401
O 3.934 2.817 0.410 -5.352 -4.282 -1.244
O 2.093 2.527 -1.000 1.051 -1.858 2.468
```
Positions in Å, forces in eV/Å.

The LUMO energy is -0.0107 Eh. For the energy above the lowest of the compared OMol25 structures with the same formula, charge and spin, the calculation gives 1076.4 kJ/mol. The value obtained for the HOMO-LUMO gap is 8.739 eV. The total charge is 0. The HOMO energy comes out at -9.03 eV.

=====

# 2
Formula: C15H22N2O3S
Source: the OMol25 dataset
Level of theory: the ωB97M-V functional and the def2-TZVPD basis

```
43
Properties=species:S:1:pos:R:3:forces:R:3
C -2.843 -0.986 -2.620 -0.223 0.034 -0.270
H -3.610 -0.224 -2.469 0.016 -0.055 -0.007
H -3.120 -1.915 -2.128 0.014 0.047 -0.014
H -2.701 -1.141 -3.692 -0.048 -0.025 0.101
O -1.631 -0.559 -2.016 0.205 -0.210 0.232
C -1.074 0.530 -2.554 0.392 0.134 -0.271
O -1.404 1.019 -3.599 -0.010 -0.038 -0.091
C 0.166 0.958 -1.761 -0.197 0.030 -0.097
N -0.194 1.112 -0.372 0.250 0.054 0.027
C -1.424 1.585 -0.036 0.173 0.064 0.155
O -2.283 1.827 -0.864 -0.276 0.248 -0.124
N -1.655 1.748 1.304 -0.396 0.134 0.337
C -0.737 1.540 2.356 0.245 -0.038 0.208
C -0.404 2.620 3.168 0.027 -0.014 -0.023
C 0.492 2.459 4.204 -0.079 0.041 0.008
C 1.066 1.220 4.427 -0.019 -0.042 -0.021
C 0.726 0.126 3.645 0.084 0.156 0.053
C -0.200 0.272 2.606 -0.100 0.104 -0.050
C -0.626 -0.926 1.811 -0.070 -0.009 0.074
H -0.928 -1.726 2.485 -0.003 -0.098 0.016
H -1.461 -0.690 1.159 -0.006 -0.089 -0.031
H 0.192 -1.303 1.198 0.015 -0.085 -0.094
C 1.338 -1.213 3.926 -0.031 0.024 0.002
H 0.577 -1.920 4.255 -0.003 -0.120 0.013
H 2.091 -1.133 4.705 0.048 -0.035 0.038
H 1.804 -1.622 3.031 0.045 -0.104 -0.032
H 1.779 1.097 5.229 0.082 -0.034 0.077
H 0.751 3.298 4.832 0.022 0.082 0.052
H -0.853 3.583 2.973 -0.012 0.102 -0.061
H -2.472 2.303 1.513 0.062 -0.096 -0.163
H 0.539 1.102 0.318 -0.049 -0.021 -0.003
H 0.514 1.909 -2.194 -0.182 -0.212 0.004
C 1.252 -0.114 -1.904 -0.176 0.168 -0.104
C 1.763 -0.201 -3.335 0.290 -0.483 0.123
H 2.375 0.666 -3.581 -0.071 0.050 -0.071
H 0.944 -0.266 -4.050 -0.007 0.116 -0.057
S 2.831 -1.656 -3.584 -0.082 0.059 -0.097
C 1.553 -2.918 -3.847 0.245 0.466 0.109
H 0.907 -2.982 -2.977 -0.114 -0.116 0.023
H 0.978 -2.666 -4.734 -0.090 -0.088 -0.048
H 2.070 -3.860 -3.995 -0.014 -0.111 -0.009
H 2.086 0.120 -1.238 -0.008 -0.029 0.025
H 0.828 -1.072 -1.595 0.049 0.038 0.059
```
Positions in Å, forces in eV/Å.

The LUMO energy is 0.0226 Eh. Its SMILES is COC(=O)[C@H](CCSC)NC(=O)Nc1cccc(C)c1C. For the energy above the lowest of the compared OMol25 structures with the same formula, charge and spin, the calculation gives 18.8 kJ/mol. The value obtained for the HOMO-LUMO gap is 9.220 eV. The total charge is 0. The HOMO energy comes out at -8.61 eV.

=====

# 3
Formula: C15H22N2O4
Source: the OMol25 dataset
Level of theory: the ωB97M-V functional and the def2-TZVPD basis

```
43
Properties=species:S:1:pos:R:3:forces:R:3
O -0.202 -1.239 0.697 0.010 -0.010 -0.016
C 0.349 -0.164 0.523 -0.020 0.029 0.034
N -0.299 0.899 -0.017 -0.005 -0.015 -0.012
C -1.683 0.817 -0.431 0.176 -0.042 -0.096
C -2.583 1.013 0.788 0.007 0.002 0.003
O -3.941 0.963 0.366 0.002 -0.006 -0.004
C -1.923 1.955 -1.412 -0.168 0.117 0.066
O -1.456 3.060 -1.196 -0.003 0.008 0.008
N -2.658 1.714 -2.542 -0.162 -0.179 0.143
C -3.617 2.689 -3.035 0.159 0.084 -0.136
C -4.943 2.116 -2.539 0.000 0.005 0.023
C -4.688 0.613 -2.602 0.006 -0.003 0.000
O -3.250 0.446 -2.663 0.007 0.008 -0.004
C 1.801 0.059 0.863 -0.005 -0.010 -0.025
C 2.310 -0.616 2.162 0.000 0.002 -0.003
C 3.498 -1.151 1.368 -0.064 0.014 0.014
C 2.804 -0.813 0.052 0.023 -0.017 0.007
C 4.954 -0.891 1.691 0.063 -0.010 0.024
C 4.391 -2.266 1.690 0.032 0.022 -0.013
C 4.360 -3.437 2.587 -0.024 0.001 0.009
C 4.717 -3.586 1.114 -0.023 0.004 -0.045
H 0.145 1.801 -0.093 0.001 0.001 0.001
H -1.873 -0.156 -0.874 0.004 -0.002 0.001
H -2.354 0.214 1.496 -0.006 -0.002 0.001
H -2.348 1.982 1.238 0.001 -0.001 0.001
H -4.503 0.981 1.145 -0.007 0.005 0.007
H -3.365 3.664 -2.627 0.000 -0.001 0.006
H -3.569 2.723 -4.124 -0.002 0.010 0.001
H -5.116 2.427 -1.511 -0.005 0.001 -0.009
H -5.787 2.421 -3.154 0.004 -0.001 -0.010
H -5.058 0.091 -1.722 -0.001 0.002 0.003
H -5.089 0.157 -3.508 -0.002 -0.002 0.002
H 2.064 1.116 0.820 0.006 -0.002 -0.001
H 2.523 0.042 3.003 -0.003 0.000 0.001
H 1.628 -1.411 2.469 0.002 -0.001 0.002
H 2.304 -1.680 -0.382 0.001 0.000 -0.001
H 3.391 -0.302 -0.710 -0.004 0.005 0.000
H 5.608 -0.602 0.876 -0.011 -0.010 -0.014
H 5.182 -0.431 2.646 -0.011 0.000 0.000
H 5.154 -3.556 3.313 0.007 0.000 -0.006
H 3.392 -3.807 2.902 0.007 -0.009 0.010
H 3.984 -4.053 0.469 0.000 -0.004 0.006
H 5.747 -3.803 0.863 0.009 0.007 0.023
```
Positions in Å, forces in eV/Å.

The LUMO energy is 0.0227 Eh. Its SMILES is O=C([C@H](CO)NC(=O)[C@H]1C[C@@]2(C1)C[C@]21CC1)N1CCCO1. For the energy above the lowest of the compared OMol25 structures with the same formula, charge and spin, the calculation gives 510.2 kJ/mol. The value obtained for the HOMO-LUMO gap is 9.856 eV. The total charge is 0. The HOMO energy comes out at -9.24 eV.

=====

> Which formula does entry 3 have?

C15H22N2O4

=====

> Which value of HOMO energy does entry 3 give?

-9.24 eV

=====

> Which of these has the highest energy above the lowest of the compared OMol25 structures with the same formula, charge and spin?

C15H22N2O3